ORCA calculation (wB97M-V/def2-TZVPD) on a cluster of 2 separate species, C4H5NO in total.

Geometry as XYZ:
```
11
Properties=species:S:1:pos:R:3:forces:R:3
O -1.9717 0.4267 0.0482 0.263 -0.074 0.381
C 1.0445 -0.4487 -2.0500 0.063 0.162 0.136
H 0.9752 -0.7197 1.4175 -0.118 0.066 0.019
C -0.8383 0.3835 2.3409 0.005 0.008 -0.071
H -0.9778 0.7378 3.3547 0.004 -0.053 -0.111
N 0.7585 0.5543 -1.3313 -0.015 -0.337 -0.309
C -1.2136 0.2434 0.9735 -0.146 0.057 -0.186
H 0.3897 -0.8822 -2.8148 -0.007 0.093 0.128
C 0.0088 -0.2426 1.5107 -0.076 0.013 0.013
H -0.1872 0.8858 -1.5379 0.086 -0.010 0.050
H 2.0118 -0.9383 -1.9114 -0.059 0.073 -0.051
```
Positions in Å, forces in eV/Å.

Results
Calculated total energy in eV: -7763.0656
Kohn-Sham gap in eV: 10.2
LUMO level in eV: 0.89
Structure (SMILES): O=c1cc1.C=N


ORCA calculation (wB97M-V/def2-TZVPD) on a structure of composition C32H66GaINO10.

Geometry as XYZ:
```
111
Properties=species:S:1:pos:R:3:forces:R:3
C 0.2898 -2.8269 0.6332 -0.039 0.070 0.119
H -1.3401 -3.2362 -1.6566 0.051 0.045 0.037
C 4.3056 2.3114 0.3051 0.061 0.083 -0.087
O 3.4769 1.1833 -1.6106 0.088 -0.089 0.003
C 2.7638 3.9622 11.3296 -0.062 0.046 -0.139
H 3.7502 -5.5725 -9.8792 -0.038 -0.081 0.041
H -1.3097 -3.9708 -3.6645 -0.020 -0.094 -0.014
C -2.0729 -2.2100 7.3049 0.001 -0.011 0.014
H -1.2734 -5.5894 -4.3881 -0.045 0.005 0.108
H 4.2320 3.1878 -0.3343 -0.006 0.018 0.037
H 1.9558 4.9688 13.8573 0.082 -0.041 0.017
H -0.0057 5.9291 9.1470 0.120 0.083 0.037
H 0.1664 -2.9130 -7.9427 -0.002 0.014 0.028
H 5.3427 2.1767 0.6218 -0.012 -0.045 0.027
H -3.2892 -1.3363 5.7717 0.080 0.135 -0.007
H -0.4902 -2.3651 -9.4987 0.022 0.111 -0.025
C 2.1827 -0.7472 -6.0302 -0.250 -0.233 0.056
H 1.1812 5.5183 7.9030 0.027 0.087 0.086
H -3.0632 -1.5715 -9.5090 0.102 0.069 -0.027
H -0.6655 -1.7757 5.7496 -0.021 0.180 -0.006
O 1.5725 -4.4357 -4.6324 0.075 -0.066 0.094
H 0.3721 -2.6717 1.7066 -0.008 0.011 -0.009
C 3.8355 1.1026 -0.4568 -0.057 0.073 0.023
C -3.0843 4.3499 3.1777 0.441 0.369 0.404
C 2.3984 5.7061 13.1856 -0.086 0.134 -0.048
C -1.1945 -2.1911 -1.3700 -0.104 0.069 0.015
H -1.8841 1.6924 1.2749 0.172 0.197 -0.015
H -4.3111 -2.1594 -4.3159 -0.011 0.016 0.075
C -3.2365 -1.3621 6.8615 -0.140 -0.148 0.079
H -0.6327 8.1541 7.7926 0.098 0.003 0.021
O 2.6588 -2.8690 -8.8634 0.023 0.001 -0.198
N -2.4884 5.4685 3.3740 -0.260 -0.403 -0.353
H -1.7720 5.3455 4.0905 -0.058 0.009 0.096
H 0.4637 -6.3820 -2.5100 -0.084 0.028 0.048
H 1.9640 -5.4376 -2.3651 -0.001 0.008 0.001
H 2.1291 -0.1136 -6.9171 0.106 0.056 0.025
H 3.1124 1.1005 -4.0597 0.039 0.043 -0.046
H -5.8775 -1.4355 -3.9115 0.068 -0.023 0.075
H 1.1897 -2.4494 0.1439 0.005 -0.063 -0.061
H -3.8933 -1.6031 -7.9368 -0.009 0.055 -0.008
C 2.0757 1.2259 -4.3681 -0.190 0.031 0.011
H 3.1687 -0.1298 1.1556 0.061 0.031 0.059
C -1.8962 -2.3418 -7.8785 -0.030 0.126 0.074
H 3.7014 2.4536 1.2009 -0.085 -0.015 0.069
H 0.0388 -2.4750 7.2275 -0.006 0.005 0.002
C 0.1291 5.4473 8.1820 -0.222 -0.182 -0.193
O -2.2293 -3.1900 8.0010 -0.002 0.004 0.002
H 3.8455 3.9623 11.4746 -0.005 -0.051 0.080
H 3.2310 -0.9641 -5.8198 0.031 0.116 -0.016
C 0.6546 -4.7792 -3.9221 -0.099 0.107 -0.030
C -4.5929 -0.1787 -5.0806 0.110 0.013 0.060
H -1.7594 0.3259 3.5242 0.195 0.106 0.100
O -1.6407 -1.4586 0.8485 -0.066 -0.171 -0.062
O -4.6830 0.2356 -6.2145 -0.054 0.005 -0.043
H -0.1282 -1.1895 -8.2233 0.010 0.021 -0.098
H -4.1584 -1.7794 7.2614 0.006 0.005 0.002
C 0.8952 -5.3807 -2.5585 0.173 0.023 -0.052
O -1.5753 5.5084 6.5233 -0.054 -0.018 0.098
I 0.9122 2.5446 3.2662 0.143 0.014 -0.027
H -0.3535 -1.7882 -1.9364 0.053 -0.048 -0.077
C -3.9340 0.6280 -3.9910 -0.008 0.077 -0.145
H 2.3344 3.1602 11.9324 0.075 -0.008 0.054
H 3.4650 -0.9978 -0.3713 0.011 0.010 -0.010
H 0.2032 -3.8960 0.4255 0.054 0.002 -0.046
C -2.7960 3.0619 3.8671 -0.075 0.423 0.051
Ga -1.6035 1.7712 2.8351 -0.596 -0.467 0.007
C 2.8046 -5.0284 -9.8532 -0.027 0.159 -0.086
H -3.5916 1.5780 -4.3936 0.000 -0.003 0.000
C -0.7054 -1.7819 6.8401 0.075 -0.203 0.090
H 3.9050 -5.1702 -7.2320 -0.056 -0.104 -0.027
H 2.6756 -4.4851 -10.7868 0.001 0.004 0.012
C -5.1240 -1.5377 -4.6943 -0.058 0.004 -0.154
C -0.7285 6.1130 7.1347 0.061 -0.041 -0.077
H -0.4845 -0.7755 7.1983 -0.029 0.064 -0.143
C 1.5154 -0.0837 -4.8487 0.017 -0.003 0.034
C -0.7753 -4.6177 -4.3629 0.090 0.039 -0.130
C -0.9285 -2.0935 0.1135 0.022 0.108 0.085
H -0.1533 4.3986 8.2545 0.020 0.004 -0.008
H 1.9938 -5.7500 -9.7395 0.057 -0.065 0.039
H -2.6611 -0.3777 -8.2592 0.011 0.018 -0.080
H -2.3065 3.2701 4.8289 -0.051 -0.044 -0.175
H -0.8114 -4.1710 -5.3526 -0.041 0.016 0.008
C -2.9460 -1.4158 -8.4346 -0.135 -0.127 0.076
H -1.1498 7.9345 6.1024 0.005 -0.019 -0.004
H -2.0890 -1.6219 -1.6129 -0.010 -0.004 0.006
H 2.0295 1.9679 -5.1688 0.094 -0.040 -0.044
H 0.5578 7.7275 6.5512 0.027 0.025 0.080
C 2.1847 5.2914 11.7490 -0.004 -0.046 -0.044
H 1.5029 1.5785 -3.5152 0.032 -0.002 0.025
H -3.1157 -0.3387 7.2198 0.050 0.043 -0.118
H 0.4230 -4.7630 -1.7926 -0.053 -0.065 -0.014
H -3.7263 2.5182 4.0776 0.097 -0.019 -0.157
H 2.1435 -5.3169 -7.0874 0.037 -0.069 0.028
O -2.1687 -3.1476 -7.0156 0.044 -0.079 -0.069
H 3.4663 5.7723 13.4004 0.002 -0.084 0.043
H 2.5412 3.7813 10.2808 -0.004 0.006 0.006
C 2.9593 -4.6289 -7.3094 0.114 0.124 -0.162
C -0.4965 -2.1971 -8.4205 -0.082 -0.203 0.141
H 2.9442 -3.8260 -6.5815 -0.035 -0.020 0.052
H 1.9352 6.6747 13.3582 0.000 -0.005 -0.008
C 3.8247 -0.2086 0.2861 -0.108 -0.076 -0.112
H -3.8738 4.3721 2.4141 0.090 -0.203 0.094
C -0.4733 7.5807 6.8773 -0.124 0.001 -0.106
H 4.8318 -0.4525 0.6292 -0.019 0.030 0.095
H -5.5674 -2.0188 -5.5632 0.010 0.001 -0.001
C 2.7981 -4.0593 -8.6939 0.026 0.067 0.174
H -3.0801 0.0827 -3.5852 -0.035 -0.022 0.071
H 1.6598 -1.6810 -6.2284 0.082 -0.014 -0.060
O 0.5603 -0.6026 -4.3134 -0.079 -0.031 0.027
H -4.6408 0.8132 -3.1806 0.051 -0.072 0.067
O 1.5778 5.9879 10.9711 0.056 0.069 0.135
```
Positions in Å, forces in eV/Å.

Results
Calculated total energy in eV: -116698.1067
Kohn-Sham gap in eV: 6.9
Total charge: -1
LUMO level in eV: 1.96


ORCA calculation (wB97M-V/def2-TZVPD) on a cluster of 2 separate species, C4H11N3O2 in total in a non-equilibrium geometry.

Geometry as XYZ:
```
20
Properties=species:S:1:pos:R:3:forces:R:3
H 1.2216 -1.0158 3.5947 0.485 0.412 0.306
O 1.4879 -0.8819 -3.2764 -0.955 -1.614 -0.134
H -1.7155 0.0521 0.6238 -0.382 0.459 -0.428
H 0.6967 0.5556 0.6820 -0.336 -0.088 -0.239
H -1.3564 -1.1107 -4.3216 0.093 -0.396 -0.396
C 0.8591 0.6793 2.6263 -2.187 -0.460 1.591
H -1.3286 1.7989 1.1717 0.030 -0.082 -0.709
C -0.8044 -1.3783 -3.4338 -1.221 0.268 2.301
H -1.5160 -1.2796 -2.5975 -0.228 0.739 -0.320
H -1.7321 0.5895 2.2921 -0.103 -0.292 -0.018
H -0.5934 -2.4119 -3.2031 0.908 -0.350 -1.191
C -1.2388 0.7215 1.3254 0.214 -0.260 1.476
H 1.5588 2.3316 2.0221 -0.114 -0.047 -0.032
H -0.2438 -0.6788 3.6834 -0.586 0.487 -0.233
N 0.6394 -0.1881 3.7669 0.647 -0.831 -0.283
O 0.0599 0.8034 -2.9312 -0.063 0.131 0.206
C 0.2550 -0.3590 -3.1520 0.376 -0.257 -0.696
N 1.4733 1.7503 2.8564 0.797 0.126 -0.677
H 2.1407 -0.2172 -3.1998 1.099 1.469 0.274
N 0.1368 0.2391 1.4704 1.527 0.586 -0.800
```
Positions in Å, forces in eV/Å.

Results
Calculated total energy in eV: -12890.8787
Kohn-Sham gap in eV: 9.8
LUMO level in eV: 0.46
Structure (SMILES): [H]/N=C(/N)NC.CC(=O)O